1.
Molecular formula: C22H44Cl2O5SSiW
Method: DFT, ωB97M-V/def2-TZVPD

```
76
Properties=species:S:1:pos:R:3
C -0.998 1.243 -4.336
C -1.830 0.127 -4.088
C -1.009 -1.007 -3.888
C -3.310 0.133 -4.088
C 0.361 -0.602 -4.033
C 0.370 0.801 -4.313
C 1.561 1.623 -4.643
C -1.483 2.595 -4.698
C -1.506 -2.391 -3.708
C 1.539 -1.505 -4.033
W -0.293 0.509 -2.146
Cl -2.384 0.725 -1.056
Cl -0.131 2.877 -1.865
O 1.498 0.621 -1.449
H -3.707 1.094 -3.776
H -3.714 -0.623 -3.423
H -3.678 -0.073 -5.096
H -2.315 -2.436 -2.986
H -0.724 -3.060 -3.368
H -1.884 -2.764 -4.663
H 1.430 -2.302 -3.304
H 2.452 -0.964 -3.800
H 1.662 -1.958 -5.018
H 2.450 1.252 -4.143
H 1.425 2.655 -4.336
H 1.742 1.604 -5.719
H -2.299 2.913 -4.056
H -1.848 2.581 -5.727
H -0.699 3.338 -4.625
H 1.774 -0.226 -1.066
O 2.607 4.759 -2.151
H 3.572 4.743 -2.042
C -1.370 -3.297 2.795
C -1.651 -2.276 1.679
C -1.975 -3.002 0.367
C -2.853 -1.405 2.082
O -0.614 -1.556 1.490
Si 0.289 -0.283 1.839
S -0.068 1.286 0.454
O -0.171 0.332 3.266
C -0.665 1.287 3.983
C -1.835 2.001 3.264
C -1.183 0.693 5.303
C 0.411 2.340 4.302
O 1.849 -0.676 1.876
C 3.072 -0.418 2.156
C 3.766 0.207 0.936
C 3.168 0.560 3.338
C 3.774 -1.727 2.541
H -2.260 -3.941 2.968
H -1.130 -2.773 3.747
H -0.509 -3.945 2.527
H -2.876 -3.641 0.483
H -2.166 -2.265 -0.442
H -1.121 -3.643 0.059
H -2.659 -0.916 3.055
H -3.054 -0.625 1.321
H -3.769 -2.023 2.200
H -2.652 1.301 3.004
H -2.268 2.788 3.920
H -1.501 2.510 2.344
H -0.358 0.196 5.856
H -1.607 1.492 5.952
H -1.980 -0.056 5.115
H 1.244 1.896 4.881
H 0.804 2.792 3.366
H -0.016 3.162 4.919
H 3.259 1.150 0.639
H 4.828 0.444 1.166
H 3.753 -0.496 0.076
H 2.660 0.142 4.233
H 4.230 0.759 3.602
H 2.710 1.530 3.064
H 3.284 -2.184 3.428
H 3.726 -2.455 1.702
H 4.843 -1.543 2.786
```

Charge = -2
Orbital gap (spin up / spin down) = 3.85 / 3.82 eV
E_LUMO (spin up / spin down) = 4.234 / 4.211 eV
Highest occupied orbital energy (spin up / spin down) = 0.38 / 0.39 eV
Spin multiplicity = 3

Atomic partial charges in e from the Löwdin method, atoms 1 to 6: -0.344, -0.346, -0.335, -0.084, -0.367, -0.362

=====

2.
Molecular formula: C28H57CrN7OPSSi
Method: DFT, ωB97M-V/def2-TZVPD

```
97
Properties=species:S:1:pos:R:3
Cr -0.018 0.026 0.002
C -2.507 -4.483 1.155
N -1.755 -4.502 -0.127
C -2.705 -4.340 -1.258
N -3.449 -3.127 -1.103
C -4.184 -3.114 0.155
N -3.253 -3.267 1.266
C -2.425 -2.082 1.487
P -1.408 -1.895 -0.001
C -0.639 -3.512 -0.160
C -2.656 -1.917 -1.316
H -1.796 -4.622 1.976
H -3.163 -5.360 1.168
H -1.334 -5.431 -0.216
H -3.363 -5.217 -1.267
H -2.139 -4.375 -2.196
H -4.919 -3.928 0.167
H -4.781 -2.202 0.258
H -1.809 -2.204 2.384
H -3.049 -1.202 1.660
H 0.045 -3.754 0.658
H -0.101 -3.651 -1.099
H -2.196 -1.927 -2.310
H -3.292 -1.028 -1.280
O -0.037 0.023 1.620
N -0.694 0.977 -7.000
C -0.023 -0.006 -6.341
S 0.742 -1.143 -7.292
C -0.026 0.014 -4.845
C 0.640 -0.961 -4.129
C 0.622 -0.915 -2.720
N -0.021 0.029 -2.013
C -0.670 0.977 -2.744
C -0.699 1.011 -4.123
H -0.684 0.951 -8.011
H -1.205 1.734 -6.578
H 1.179 -1.765 -4.612
H 1.114 -1.645 -2.149
H -1.181 1.731 -2.172
H -1.247 1.814 -4.596
N -2.328 3.935 1.426
C -3.120 2.708 1.262
C -2.192 1.488 1.146
N -1.257 1.648 0.017
C -0.474 2.881 0.186
C -1.393 4.104 0.297
H -1.795 3.889 2.315
H -2.966 4.751 1.466
H -3.745 2.784 0.353
H -3.794 2.579 2.128
H -2.797 0.579 0.997
H -1.619 1.366 2.082
H -1.779 1.684 -0.870
H 0.193 3.008 -0.658
H 0.138 2.801 1.096
H -1.958 4.227 -0.646
H -0.785 5.013 0.451
C 4.526 -1.780 -1.241
C 3.051 -1.357 -1.364
C 2.168 -2.639 -1.207
C 2.831 -0.785 -2.817
Si 2.535 -0.003 0.007
C 3.060 -0.536 1.880
C 4.547 -0.236 2.151
C 2.812 -2.040 2.118
C 2.210 0.211 2.928
C 3.087 1.850 -0.488
C 2.878 2.829 0.686
C 4.569 1.917 -0.901
C 2.227 2.357 -1.664
H 4.796 -2.488 -2.033
H 4.734 -2.273 -0.289
H 5.202 -0.925 -1.324
H 2.384 -3.360 -2.007
H 1.110 -2.424 -1.246
H 2.357 -3.154 -0.264
H 3.020 -1.557 -3.571
H 3.520 0.036 -3.035
H 1.764 -0.403 -2.990
H 5.202 -0.740 1.434
H 4.835 -0.574 3.152
H 4.765 0.834 2.101
H 3.471 -2.665 1.509
H 1.774 -2.317 1.902
H 3.010 -2.307 3.162
H 2.393 1.288 2.925
H 2.445 -0.143 3.940
H 1.151 0.057 2.771
H 3.550 2.614 1.520
H 1.861 2.806 1.056
H 3.089 3.860 0.376
H 5.229 1.556 -0.108
H 4.863 2.948 -1.128
H 4.773 1.324 -1.796
H 1.180 2.302 -1.447
H 2.400 1.789 -2.580
H 2.461 3.403 -1.896
```

Charge = +2
Orbital gap (spin up / spin down) = 5.96 / 5.43 eV
E_LUMO (spin up / spin down) = -5.131 / -5.133 eV
Highest occupied orbital energy (spin up / spin down) = -11.09 / -10.56 eV
Spin multiplicity = 2

Atomic partial charges in e from the Löwdin method, atoms 1 to 6: 0.298, -0.107, -0.100, -0.107, -0.152, -0.145

=====

3.
Molecular formula: C8H12NOP
Method: DFT, ωB97M-V/def2-TZVPD

```
23
Properties=species:S:1:pos:R:3
N -3.097 1.475 0.081
P -2.130 0.084 -0.481
O -2.350 -0.727 0.855
C -0.463 0.877 -0.226
C 0.319 1.272 -1.368
C 1.590 1.829 -1.221
C 2.112 2.053 0.070
C 1.354 1.717 1.185
C 0.112 1.087 1.043
H -3.475 1.995 -0.735
H -3.806 1.187 0.697
H -2.136 -0.216 1.627
H -0.039 0.929 -2.284
H 2.192 1.894 -2.066
H 3.035 2.737 0.290
H 1.828 1.675 2.155
H -0.585 1.001 1.907
C 0.498 -2.759 -0.802
C 0.528 -2.834 0.484
H 1.290 -2.306 -1.290
H -0.225 -3.057 -1.465
H -0.265 -3.523 0.922
H 1.376 -2.640 1.200
```

Orbital gap = 9.44 eV
SMILES = NP(O)c1ccccc1.C=C
E_LUMO = 0.823 eV
Highest occupied orbital energy = -8.62 eV

Atomic partial charges in e from the Löwdin method, atoms 1 to 6: -0.175, 0.801, -0.324, -0.350, -0.098, -0.085

=====

4.
Molecular formula: C42H101Hg2N9O13
Method: DFT, ωB97M-V/def2-TZVPD

```
167
Properties=species:S:1:pos:R:3
Hg 11.902 0.887 -0.692
Hg 1.772 -3.107 6.430
C 7.118 0.695 3.641
C 7.899 1.158 2.589
C 7.148 1.905 1.323
O 7.840 2.042 0.294
C 5.761 2.144 1.332
C 5.085 1.770 2.413
C 5.775 1.030 3.547
O 5.078 0.372 4.442
O 3.828 1.994 2.361
O 9.133 0.894 2.483
H 7.453 -0.038 4.360
H 5.315 2.792 0.592
C -2.392 6.103 -1.010
C -2.264 4.859 -0.068
C -3.595 4.162 0.463
O -3.278 3.351 1.566
C -4.350 2.760 2.237
N -1.395 3.872 -0.655
H -2.696 5.875 -2.032
H -1.440 6.634 -1.043
H -3.109 6.831 -0.629
H -1.733 5.133 0.843
H -3.890 3.505 -0.355
H -4.279 4.946 0.787
H -3.963 2.025 2.943
H -5.013 2.296 1.507
H -4.792 3.469 2.937
H -1.980 3.072 -0.851
H -0.732 3.522 0.022
C 10.483 9.869 -7.233
C 10.205 8.630 -6.382
C 9.397 8.891 -5.145
O 9.345 7.677 -4.386
C 8.736 7.880 -3.132
N 9.500 7.582 -7.211
H 9.486 10.297 -7.333
H 10.967 9.618 -8.177
H 10.965 10.697 -6.714
H 11.204 8.243 -6.180
H 8.355 9.114 -5.372
H 9.762 9.710 -4.525
H 8.505 6.949 -2.615
H 7.812 8.453 -3.216
H 9.335 8.539 -2.503
H 10.087 6.769 -7.092
H 8.711 7.442 -6.595
C -1.884 6.165 6.480
C -1.335 5.173 7.409
C -2.350 4.963 8.633
O -2.790 6.184 9.266
C -1.755 6.895 10.015
N -1.175 3.891 6.791
H -2.952 6.099 6.274
H -1.277 6.217 5.577
H -1.733 7.193 6.810
H -0.400 5.553 7.822
H -2.079 4.272 9.432
H -3.277 4.659 8.147
H -2.243 7.544 10.742
H -1.152 7.504 9.342
H -1.079 6.220 10.541
H -0.613 4.084 5.974
H -1.982 3.728 6.206
C 10.525 2.684 8.234
C 10.844 1.226 8.083
C 12.092 0.688 8.738
O 12.649 -0.598 8.359
C 12.978 -0.743 6.979
N 9.789 0.421 8.682
H 10.642 2.998 9.271
H 9.573 3.057 7.854
H 11.238 3.212 7.601
H 11.020 1.083 7.017
H 11.994 0.776 9.820
H 12.839 1.407 8.403
H 12.200 -1.238 6.397
H 13.929 -1.272 6.931
H 13.234 0.213 6.523
H 10.082 -0.469 8.305
H 8.979 0.522 8.088
C 0.317 -2.309 0.692
C 0.696 -3.046 1.944
C 2.075 -3.787 1.854
O 2.558 -4.118 3.133
C 3.850 -4.595 3.053
N 0.534 -2.175 3.079
H 1.187 -1.668 0.551
H -0.536 -1.658 0.882
H -0.036 -2.947 -0.118
H -0.038 -3.845 2.046
H 2.743 -3.091 1.348
H 2.045 -4.650 1.188
H 4.421 -3.668 3.006
H 4.099 -5.341 2.298
H 4.005 -5.167 3.968
H -0.353 -1.727 2.903
H 1.160 -1.406 2.888
C 10.037 -3.407 -4.686
C 10.057 -2.764 -3.331
C 10.688 -3.757 -2.273
O 10.570 -3.071 -1.024
C 10.940 -3.829 0.156
N 10.812 -1.502 -3.477
H 9.477 -2.758 -5.359
H 9.431 -4.314 -4.666
H 11.036 -3.620 -5.067
H 9.046 -2.574 -2.971
H 11.763 -3.900 -2.386
H 10.062 -4.648 -2.276
H 10.586 -3.331 1.058
H 12.007 -4.052 0.145
H 10.584 -4.842 0.347
H 10.469 -1.015 -4.293
H 11.589 -1.918 -3.971
C 4.873 2.313 -5.283
C 5.534 3.621 -5.744
C 4.777 4.876 -5.383
O 5.273 6.004 -6.036
C 4.741 6.082 -7.413
N 6.840 3.778 -5.205
H 5.386 1.452 -5.711
H 3.936 2.103 -5.800
H 4.683 2.263 -4.211
H 5.468 3.612 -6.832
H 4.891 4.986 -4.305
H 3.722 4.791 -5.645
H 3.768 5.672 -7.684
H 5.549 5.608 -7.970
H 4.512 7.086 -7.771
H 6.737 3.485 -4.244
H 6.954 4.755 -4.975
C 14.376 6.025 -2.303
C 14.162 4.790 -1.409
C 13.584 5.220 0.021
O 13.663 4.051 0.755
C 14.152 4.234 2.140
N 13.253 3.891 -2.083
H 13.436 6.556 -2.459
H 14.731 5.761 -3.299
H 15.108 6.632 -1.770
H 15.079 4.249 -1.174
H 12.500 5.325 -0.015
H 14.188 6.034 0.423
H 13.506 4.924 2.684
H 15.151 4.667 2.183
H 14.201 3.281 2.667
H 12.417 4.345 -2.422
H 13.625 3.634 -2.986
C 5.067 12.226 5.122
C 4.663 11.760 3.682
C 4.637 10.283 3.478
O 6.017 9.753 3.760
C 6.103 8.358 3.802
N 3.495 12.507 3.211
H 6.041 11.884 5.472
H 4.343 11.785 5.808
H 5.112 13.287 5.366
H 5.476 12.146 3.067
H 4.421 10.020 2.443
H 3.808 9.861 4.046
H 5.324 7.892 3.199
H 5.912 8.127 4.850
H 7.096 8.007 3.519
H 2.711 12.308 3.817
H 3.146 12.139 2.337
```

Charge = +2
Orbital gap = 0.96 eV
E_LUMO = -10.946 eV
Highest occupied orbital energy = -11.91 eV

Atomic partial charges in e from the Löwdin method, atoms 1 to 6: 0.710, 0.479, 0.161, -0.246, -0.251, 0.083

=====

5.
Molecular formula: C5H9N
Method: DFT, ωB97M-V/def2-TZVPD

```
15
Properties=species:S:1:pos:R:3
C -0.038 2.391 0.097
C -0.350 1.122 0.355
C 0.398 -0.149 0.585
N -0.146 -1.175 1.368
C 0.584 -0.413 -0.767
C -0.277 -1.347 -1.564
H 0.984 2.655 -0.125
H -0.804 3.147 0.121
H -1.396 0.887 0.540
H 0.519 -1.927 1.455
H -0.343 -0.869 2.306
H 1.296 0.194 -1.305
H -0.561 -2.229 -0.989
H 0.208 -1.657 -2.485
H -1.207 -0.832 -1.822
```

Orbital gap = 7.84 eV
SMILES = C=C/C(N)=C/C
E_LUMO = 0.902 eV
Highest occupied orbital energy = -6.93 eV

Atomic partial charges in e from the Löwdin method, atoms 1 to 6: -0.033, -0.197, -0.332, 0.070, -0.120, -0.083

=====

6.
Molecular formula: C24H37N3O3
Method: DFT, ωB97M-V/def2-TZVPD

```
67
Properties=species:S:1:pos:R:3
C -8.654 -1.302 -0.579
C -7.285 -0.633 -0.500
C -6.442 -0.966 -1.731
C -5.076 -0.292 -1.655
C -4.335 -0.731 -0.390
N -3.011 -0.123 -0.313
C -2.787 1.205 -0.253
O -3.678 2.032 -0.229
C -1.325 1.652 -0.189
C -0.259 0.568 -0.324
C 1.133 1.197 -0.278
C 1.352 1.967 1.025
C 2.737 2.630 1.047
N 3.824 1.678 1.035
C 4.434 1.332 -0.115
C 5.392 0.388 -0.508
N 6.147 -0.548 0.089
C 5.936 -0.978 1.452
C 5.036 -2.217 1.480
C 5.679 -3.322 0.642
C 5.957 -2.821 -0.774
C 6.805 -1.547 -0.730
C 5.354 0.857 -1.905
O 5.890 0.504 -2.932
C 4.342 1.892 -1.471
O 3.708 2.789 -1.982
C 0.266 3.032 1.184
C -1.123 2.407 1.130
C -5.172 -0.392 0.845
C -6.537 -1.066 0.761
H -9.255 -1.050 0.292
H -8.548 -2.385 -0.619
H -9.188 -0.978 -1.469
H -7.425 0.452 -0.462
H -6.960 -0.638 -2.634
H -6.312 -2.050 -1.796
H -4.480 -0.546 -2.535
H -5.196 0.791 -1.625
H -4.176 -1.816 -0.427
H -2.222 -0.743 -0.363
H -1.201 2.370 -1.008
H -0.346 -0.148 0.499
H -0.371 0.034 -1.271
H 1.886 0.411 -0.381
H 1.257 1.880 -1.121
H 1.284 1.265 1.868
H 2.833 3.243 1.950
H 2.849 3.271 0.173
H 3.861 1.042 1.820
H 5.514 -0.159 2.034
H 6.913 -1.230 1.879
H 4.894 -2.551 2.508
H 4.059 -1.962 1.062
H 5.024 -4.194 0.609
H 6.618 -3.627 1.110
H 6.478 -3.585 -1.351
H 5.014 -2.599 -1.279
H 6.948 -1.145 -1.732
H 7.782 -1.763 -0.287
H 0.397 3.555 2.133
H 0.367 3.763 0.380
H -1.887 3.179 1.218
H -1.249 1.712 1.965
H -4.644 -0.718 1.745
H -5.292 0.690 0.892
H -7.124 -0.810 1.646
H -6.410 -2.153 0.749
```

Orbital gap = 8.09 eV
SMILES = C[C@H]1CC[C@H](NC(=O)[C@H]2CC[C@H](CNc3c(N4CCCCC4)c(=O)c3=O)CC2)CC1
E_LUMO = 0.306 eV
Highest occupied orbital energy = -7.78 eV

Atomic partial charges in e from the Löwdin method, atoms 1 to 6: -0.077, -0.393, -0.174, -0.146, -0.299, 0.116

=====

7.
Molecular formula: C4H12NO
Method: DFT, ωB97M-V/def2-TZVPD

```
18
Properties=species:S:1:pos:R:3
C -0.473 0.645 -1.426
C -0.184 -0.523 -0.486
C 0.595 0.057 0.711
C 1.851 -0.283 1.007
N 0.807 1.089 -2.109
H -0.872 1.503 -0.856
H -1.229 0.588 -2.204
H 0.364 -1.248 -1.083
H -1.110 -1.015 -0.156
H 0.042 0.530 1.518
H 2.354 0.158 1.864
H 2.291 -1.175 0.596
H 1.201 0.325 -2.698
H 1.446 1.346 -1.339
H 0.664 1.930 -2.736
H -2.749 -0.418 1.922
H -2.447 -1.301 3.104
O -2.072 -1.007 2.261
```

Orbital gap (spin up / spin down) = 3.76 / 10.44 eV
E_LUMO (spin up / spin down) = 0.436 / 0.402 eV
Highest occupied orbital energy (spin up / spin down) = -3.32 / -10.03 eV
Spin multiplicity = 2

Atomic partial charges in e from the Löwdin method, atoms 1 to 6: -0.299, -0.202, -0.208, -0.013, 0.010, 0.097

=====

Copy entry 1 word for word.
Molecular formula: C22H44Cl2O5SSiW
Method: DFT, ωB97M-V/def2-TZVPD

```
76
Properties=species:S:1:pos:R:3
C -0.998 1.243 -4.336
C -1.830 0.127 -4.088
C -1.009 -1.007 -3.888
C -3.310 0.133 -4.088
C 0.361 -0.602 -4.033
C 0.370 0.801 -4.313
C 1.561 1.623 -4.643
C -1.483 2.595 -4.698
C -1.506 -2.391 -3.708
C 1.539 -1.505 -4.033
W -0.293 0.509 -2.146
Cl -2.384 0.725 -1.056
Cl -0.131 2.877 -1.865
O 1.498 0.621 -1.449
H -3.707 1.094 -3.776
H -3.714 -0.623 -3.423
H -3.678 -0.073 -5.096
H -2.315 -2.436 -2.986
H -0.724 -3.060 -3.368
H -1.884 -2.764 -4.663
H 1.430 -2.302 -3.304
H 2.452 -0.964 -3.800
H 1.662 -1.958 -5.018
H 2.450 1.252 -4.143
H 1.425 2.655 -4.336
H 1.742 1.604 -5.719
H -2.299 2.913 -4.056
H -1.848 2.581 -5.727
H -0.699 3.338 -4.625
H 1.774 -0.226 -1.066
O 2.607 4.759 -2.151
H 3.572 4.743 -2.042
C -1.370 -3.297 2.795
C -1.651 -2.276 1.679
C -1.975 -3.002 0.367
C -2.853 -1.405 2.082
O -0.614 -1.556 1.490
Si 0.289 -0.283 1.839
S -0.068 1.286 0.454
O -0.171 0.332 3.266
C -0.665 1.287 3.983
C -1.835 2.001 3.264
C -1.183 0.693 5.303
C 0.411 2.340 4.302
O 1.849 -0.676 1.876
C 3.072 -0.418 2.156
C 3.766 0.207 0.936
C 3.168 0.560 3.338
C 3.774 -1.727 2.541
H -2.260 -3.941 2.968
H -1.130 -2.773 3.747
H -0.509 -3.945 2.527
H -2.876 -3.641 0.483
H -2.166 -2.265 -0.442
H -1.121 -3.643 0.059
H -2.659 -0.916 3.055
H -3.054 -0.625 1.321
H -3.769 -2.023 2.200
H -2.652 1.301 3.004
H -2.268 2.788 3.920
H -1.501 2.510 2.344
H -0.358 0.196 5.856
H -1.607 1.492 5.952
H -1.980 -0.056 5.115
H 1.244 1.896 4.881
H 0.804 2.792 3.366
H -0.016 3.162 4.919
H 3.259 1.150 0.639
H 4.828 0.444 1.166
H 3.753 -0.496 0.076
H 2.660 0.142 4.233
H 4.230 0.759 3.602
H 2.710 1.530 3.064
H 3.284 -2.184 3.428
H 3.726 -2.455 1.702
H 4.843 -1.543 2.786
```

Charge = -2
Orbital gap (spin up / spin down) = 3.85 / 3.82 eV
E_LUMO (spin up / spin down) = 4.234 / 4.211 eV
Highest occupied orbital energy (spin up / spin down) = 0.38 / 0.39 eV
Spin multiplicity = 3

Atomic partial charges in e from the Löwdin method, atoms 1 to 6: -0.344, -0.346, -0.335, -0.084, -0.367, -0.362